{"formula": "H14O7", "method": "ωB97M-V/def2-TZVPD", "species": ["O", "H", "H", "O", "H", "H", "O", "H", "H", "O", "H", "H", "O", "H", "H", "O", "H", "H", "O", "H", "H"], "positions_angstrom": [[-0.120, 0.084, -0.089], [0.014, 0.390, 0.817], [-0.552, -0.785, -0.008], [2.384, 0.858, -1.224], [2.076, 1.737, -1.463], [1.606, 0.430, -0.836], [1.515, 3.333, 0.529], [1.286, 4.209, 0.852], [1.453, 2.745, 1.301], [-0.677, -4.092, -2.006], [-0.820, -4.881, -1.474], [-0.441, -3.410, -1.367], [-1.359, 0.859, -2.457], [-0.947, 0.558, -1.626], [-2.306, 0.805, -2.303], [-1.161, -2.580, 0.591], [-2.114, -2.716, 0.657], [-0.837, -2.655, 1.496], [0.544, 1.672, 2.541], [0.100, 2.456, 2.885], [0.357, 0.981, 3.185]], "orbital_gap_ev": 9.59, "smiles": "O.O.O.O.O.O.O", "e_above_lowest_ev": 1.6563}